*1*
Below is CH4N2OS as an isolated structure, with properties calculated with ωB97M-V/def2-TZVPD.

Geometry as ORCA input:
```
! RIJCOSX wB97M-V def2-TZVPD def2/J DEFGRID3
* xyz 0 1
C -1.36 0.36 0.17
N -0.92 -0.78 0.61
N 0.27 1.39 0.31
O -2.31 1.03 -0.16
S 1.59 0.50 0.18
H 0.15 -0.93 0.67
H -1.63 -1.62 0.50
H -0.07 2.15 -0.29
H 1.73 0.37 -1.27
*
```

Properties
Kohn-Sham gap, eV: 8.9


*2*
Below is one molecule with the formula CH4N2OS, with properties calculated with ωB97M-V/def2-TZVPD.

Geometry as ORCA input:
```
! RIJCOSX wB97M-V def2-TZVPD def2/J DEFGRID3
* xyz 0 1
O -0.61 -1.83 1.54
N -0.54 -0.51 1.10
C 0.67 -0.43 0.40
N 1.07 0.36 -0.50
S -0.22 1.24 -1.28
H -0.28 -1.82 2.45
H -1.28 -0.49 0.38
H 1.43 -1.09 0.74
H 0.65 1.88 -2.05
*
```

Properties
Kohn-Sham gap, eV: 9.8


Energies, relative to the best one, in kcal/mol: *1* 0.0; *2* 16.3.


*1*
Below is one molecule with the formula C3H5NO2S2, with properties calculated with ωB97M-V/def2-TZVPD.

Geometry as ORCA input:
```
! RIJCOSX wB97M-V def2-TZVPD def2/J DEFGRID3
* xyz 0 1
S 2.79 -0.53 -0.71
C 1.72 -1.02 0.45
N 0.70 -0.32 0.97
O 0.61 1.04 0.77
C -0.10 1.28 -0.39
O -1.49 0.98 -0.32
C -1.89 -0.27 -0.53
S -3.37 -0.80 -0.12
H 1.73 -1.99 0.87
H 0.13 -0.61 1.76
H -0.01 2.42 -0.46
H 0.38 0.78 -1.27
H -1.21 -0.95 -1.03
*
```

Properties
Kohn-Sham gap, eV: 9.1


*2*
Below is one molecule with the formula C3H5NO2S2, with properties calculated with ωB97M-V/def2-TZVPD.

Geometry as ORCA input:
```
! RIJCOSX wB97M-V def2-TZVPD def2/J DEFGRID3
* xyz 0 1
C -1.77 -0.81 0.66
O -1.21 -1.26 -0.54
C -0.04 -0.77 -0.92
S 0.53 -1.09 -2.44
C 0.76 0.09 0.07
S 1.19 -0.33 1.60
N 1.11 1.23 -0.51
O 1.93 2.14 0.02
H -1.34 -1.32 1.51
H -1.69 0.27 0.69
H -2.82 -1.09 0.59
H 1.06 1.29 -1.49
H 2.29 1.64 0.77
*
```

Properties
Kohn-Sham gap, eV: 8.3


*3*
Below is one molecule with the formula C3H5NO2S2, with properties calculated with ωB97M-V/def2-TZVPD.

Geometry as ORCA input:
```
! RIJCOSX wB97M-V def2-TZVPD def2/J DEFGRID3
* xyz 0 1
C -0.04 -0.28 1.75
N -0.66 -0.16 0.43
S -2.34 -0.70 0.52
C -0.11 0.18 -0.79
S -0.95 0.20 -2.24
C 1.36 0.53 -0.75
O 1.89 0.91 0.27
O 1.93 0.56 -1.96
H 1.01 -0.68 1.64
H -0.07 0.75 2.21
H -0.57 -1.02 2.35
H -2.63 -0.67 -0.82
H 1.19 0.39 -2.61
*
```

Properties
Kohn-Sham gap, eV: 8.4


Energies, relative to the best one, in kcal/mol: *1* 51.2; *2* 43.4; *3* 0.0.


*1*
Below is an isolated ion of composition C6H10N and charge +1, with properties calculated with ωB97M-V/def2-TZVPD.

Geometry as ORCA input:
```
! RIJCOSX wB97M-V def2-TZVPD def2/J DEFGRID3
* xyz 1 1
C 1.98 0.41 0.24
C 1.37 -0.30 -0.86
C 1.11 1.04 1.32
C 0.69 -0.28 0.87
C -0.76 -1.57 -0.88
C -0.94 0.85 -0.68
N -0.04 -0.26 -0.38
H 3.04 0.40 0.50
H 1.62 0.82 2.33
H 0.67 2.05 1.30
H 0.52 -1.07 1.62
H -1.66 -1.55 -0.36
H -1.07 -1.30 -1.95
H 0.09 -2.30 -0.73
H -1.70 0.99 0.07
H -0.36 1.73 -0.79
H -1.51 0.66 -1.62
*
```

Properties
Kohn-Sham gap, eV: 10.1


*2*
Below is an isolated ion of composition C6H10N and charge +1, with properties calculated with ωB97M-V/def2-TZVPD.

Geometry as ORCA input:
```
! RIJCOSX wB97M-V def2-TZVPD def2/J DEFGRID3
* xyz 1 1
C 0.71 0.76 0.32
C -0.24 -0.07 0.97
C -1.30 -0.72 1.42
C 1.62 -0.09 -0.39
C -1.36 -2.18 1.66
C 0.90 1.88 -1.92
N 0.59 0.74 -1.12
H 1.09 1.62 0.84
H -2.09 -0.25 1.92
H 1.61 -1.12 -0.50
H -1.98 -2.47 0.82
H -1.82 -2.32 2.56
H -0.44 -2.63 1.49
H 1.71 2.50 -1.58
H 1.43 1.50 -2.79
H -0.08 2.43 -2.17
H -0.36 0.44 -1.53
*
```

Properties
Kohn-Sham gap (alpha / beta), eV: 8.7 / 7.2


*3*
Below is an isolated ion of composition C6H10N and charge +1, with properties calculated with ωB97M-V/def2-TZVPD.

Geometry as ORCA input:
```
! RIJCOSX wB97M-V def2-TZVPD def2/J DEFGRID3
* xyz 1 1
C -1.34 2.90 -0.96
C -0.80 1.85 -0.44
C -0.18 0.68 -0.15
C 1.14 -0.09 -0.57
C 1.37 -1.53 0.04
N 0.21 -1.42 1.02
C -0.81 -0.47 0.57
H -1.69 3.77 -0.43
H -1.96 2.59 -1.84
H 1.00 -0.13 -1.67
H 2.00 0.51 -0.27
H 2.42 -1.63 0.62
H 1.30 -2.34 -0.54
H 0.67 -1.06 1.80
H -0.17 -2.29 1.29
H -1.55 -0.26 1.49
H -1.61 -1.07 0.02
*
```

Properties
Kohn-Sham gap, eV: 9.8


*4*
Below is an isolated ion of composition C6H10N and charge +1, with properties calculated with ωB97M-V/def2-TZVPD.

Geometry as ORCA input:
```
! RIJCOSX wB97M-V def2-TZVPD def2/J DEFGRID3
* xyz 1 1
C 1.83 -1.12 -0.05
C 0.92 0.05 0.00
C -0.49 -0.30 0.03
C 1.29 1.49 0.04
C -1.45 0.66 0.46
C -1.03 -1.55 -0.54
N 1.17 -1.07 1.01
H 2.79 -1.33 -0.45
H 0.56 1.97 -0.69
H 2.21 1.93 -0.41
H 1.20 1.85 1.10
H -0.94 1.66 0.71
H -2.11 0.21 1.28
H -2.12 1.05 -0.29
H -2.14 -1.42 -0.71
H -1.05 -2.49 0.02
H -0.63 -1.60 -1.50
*
```

Properties
Kohn-Sham gap, eV: 9.8


Energies, relative to the best one, in kcal/mol: *1* 54.3; *2* 77.0; *3* 0.0; *4* 23.4.


*1*
Below is an isolated ion of composition C6H10N and charge +1, with properties calculated with ωB97M-V/def2-TZVPD.

Geometry as ORCA input:
```
! RIJCOSX wB97M-V def2-TZVPD def2/J DEFGRID3
* xyz 1 1
C -1.69 -0.08 1.05
C -1.20 0.23 -0.13
C -1.73 1.23 -1.09
C 0.10 -0.52 -0.65
N 1.41 -0.47 -0.04
C 2.68 -0.71 -0.07
C 2.11 -0.36 1.25
H -2.59 0.37 1.43
H -1.24 -0.82 1.70
H -1.00 2.03 -1.25
H -2.65 1.67 -0.72
H -1.94 0.77 -2.05
H -0.18 -1.58 -0.59
H 0.25 -0.28 -1.71
H 3.46 -0.98 -0.74
H 1.95 -1.14 1.98
H 2.26 0.63 1.66
*
```

Properties
Kohn-Sham gap, eV: 8.6


*2*
Below is an isolated ion of composition C6H10N and charge +1, with properties calculated with ωB97M-V/def2-TZVPD.

Geometry as ORCA input:
```
! RIJCOSX wB97M-V def2-TZVPD def2/J DEFGRID3
* xyz 1 1
C 0.98 -0.03 0.82
C 1.26 1.24 -1.24
C -1.04 0.82 -0.69
C 1.60 1.04 0.17
C -0.45 -0.24 0.28
C -1.27 -1.46 0.50
N -0.14 1.80 -1.10
H 1.58 -0.90 0.44
H 0.88 -0.01 1.97
H 1.79 2.07 -1.55
H 1.37 0.35 -1.92
H -1.40 0.10 -1.49
H -1.89 1.39 -0.18
H 2.03 1.83 0.57
H -0.98 -2.23 -0.32
H -2.20 -1.01 0.56
H -0.75 -1.92 1.32
*
```

Properties
Kohn-Sham gap (alpha / beta), eV: 7.9 / 6.6


*3*
Below is an isolated ion of composition C6H10N and charge +1, with properties calculated with ωB97M-V/def2-TZVPD.

Geometry as ORCA input:
```
! RIJCOSX wB97M-V def2-TZVPD def2/J DEFGRID3
* xyz 1 1
C 0.87 -0.24 -2.54
C 0.64 -0.39 -1.37
C 0.38 -0.25 0.07
C 1.21 -1.20 0.99
C 0.10 1.32 0.42
N -1.38 1.10 0.17
C -1.22 -0.37 0.15
H 1.11 -0.48 -3.56
H 0.94 -1.25 2.12
H 2.23 -0.95 0.96
H 1.04 -2.14 0.57
H 0.41 1.83 1.49
H 0.56 1.89 -0.41
H -1.99 1.42 0.98
H -1.73 1.56 -0.74
H -1.61 -1.18 -0.49
H -1.55 -0.67 1.18
*
```

Properties
Kohn-Sham gap, eV: 10.6


*4*
Below is an isolated ion of composition C6H10N and charge +1, with properties calculated with ωB97M-V/def2-TZVPD.

Geometry as ORCA input:
```
! RIJCOSX wB97M-V def2-TZVPD def2/J DEFGRID3
* xyz 1 1
C 2.28 -1.13 -0.35
C 1.39 0.02 0.02
C 1.45 1.13 0.75
C -0.06 1.38 0.57
C -0.14 0.03 -0.08
C -1.22 -0.60 -0.54
N -2.61 -0.18 -0.32
H 2.18 -1.26 -1.43
H 2.01 -2.04 0.15
H 3.32 -0.65 -0.08
H 2.22 1.72 1.35
H -0.66 1.32 1.45
H -0.31 2.33 0.08
H -0.99 -1.57 -1.02
H -2.98 -1.11 0.00
H -3.19 0.12 -1.12
H -2.69 0.49 0.57
*
```

Properties
Kohn-Sham gap, eV: 9.4


Energies, relative to the best one, in kcal/mol: *1* 11.3; *2* 75.2; *3* 17.1; *4* 0.0.


*1*
Below is an isolated ion of composition C6H10N and charge +1, with properties calculated with ωB97M-V/def2-TZVPD.

Geometry as ORCA input:
```
! RIJCOSX wB97M-V def2-TZVPD def2/J DEFGRID3
* xyz 1 1
C -0.55 -1.72 -0.37
C -0.30 -0.60 -1.12
C -0.55 -1.71 1.11
C 0.38 0.52 0.98
C 0.16 0.57 -0.52
C 0.51 1.77 -1.27
N -0.48 -0.41 1.73
H -0.71 -2.68 -0.85
H -0.38 -0.64 -2.20
H -1.37 -2.29 1.52
H 0.37 -2.28 1.37
H 1.42 0.20 1.14
H 0.29 1.51 1.42
H 0.36 1.65 -2.34
H 1.55 2.04 -1.07
H -0.07 2.63 -0.92
H -1.40 -0.03 1.90
*
```

Properties
Kohn-Sham gap, eV: 7.6


*2*
Below is a 2-piece molecular cluster, C6H10N overall, with properties calculated with ωB97M-V/def2-TZVPD.

Geometry as ORCA input:
```
! RIJCOSX wB97M-V def2-TZVPD def2/J DEFGRID3
* xyz 1 1
C -2.72 -0.23 0.24
C -1.65 -0.22 -0.31
C 1.47 1.42 -1.23
C 0.55 0.89 -0.41
C 0.35 1.49 1.00
C -0.41 -0.05 -0.90
N 0.19 -2.51 0.27
H -3.60 -0.42 0.82
H 1.55 1.19 -2.32
H 2.14 2.15 -0.79
H 0.26 2.61 0.95
H -0.39 0.95 1.59
H 1.35 1.21 1.45
H -0.15 -0.62 -1.79
H 0.38 -1.91 1.15
H 1.04 -2.67 -0.14
H -0.36 -3.26 0.42
*
```

Properties
Kohn-Sham gap (alpha / beta), eV: 7.2 / 7.2


Energies, relative to the best one, in kcal/mol: *1* 0.0; *2* 67.5.